The following is a quantum chemistry calculation of a structure of composition C16H14BrNO4S in a non-equilibrium geometry, from OMol25.

XYZ file:
```
37
Properties=species:S:1:pos:R:3
O 2.1692 -0.3240 -2.9451
O 5.8561 -0.0592 1.2079
Br -3.6454 3.4029 1.2564
O 1.2914 -1.4891 -1.1249
O 3.9472 1.1028 1.9100
S -3.2634 0.1253 4.2867
C 2.2293 -0.6761 -1.7518
C 4.6892 0.3038 1.0761
C -3.8778 1.6736 4.9868
C -4.2233 2.5478 3.9335
C -3.6572 2.1705 2.6282
C -2.9837 0.9337 2.7214
C -2.4342 0.6790 0.1887
C -1.3567 -0.5758 1.7864
C -1.7228 0.0089 -0.8163
C -0.6269 -1.2069 0.8597
C -2.3341 0.3462 1.5000
C -0.8191 -0.8969 -0.4937
N 3.3361 -0.1828 -1.1026
C -0.0468 -1.5863 -1.6059
C 2.0614 1.8429 0.6804
C 2.7644 0.6864 1.3537
C 3.4941 -0.2869 0.3371
H -4.4001 1.7330 5.9444
H -4.8094 3.4608 4.0018
H -3.3395 1.1786 -0.1074
H -1.2365 -1.0087 2.7933
H -1.9626 0.1399 -1.8381
H 0.2049 -1.8603 1.1239
H 4.1333 0.1218 -1.6666
H -0.3271 -2.6667 -1.5237
H -0.3393 -1.3588 -2.5614
H 0.9991 1.4438 0.3734
H 2.6465 2.1298 -0.2173
H 1.8296 2.7212 1.2175
H 2.1780 0.1355 2.0985
H 3.3219 -1.2728 0.6251
```

For the gap between HOMO and LUMO, the calculation gives 8.5156 eV. As for the calculated total energy: -107374.1935 eV. Its total charge is 0. The value obtained for the LUMO energy is -0.1 eV. The relative energy (zero: lowest compared OMol25 entry of this formula, charge and spin) is 258.5 kJ/mol. For the maximum force, the calculation gives 4.8 eV Å⁻¹.